Record 1
Formula: C16H24FN2O
Source: the Open Molecules 2025 dataset
Level of theory: wB97M-V/def2-TZVPD

Geometry (Å):
F -4.827 -2.527 3.553
O 1.040 -1.271 -0.298
N -0.819 -2.216 -1.197
N 1.121 0.810 -1.668
C -3.879 -2.748 2.633
C -2.621 -2.198 2.819
C 2.033 3.119 -1.821
C -4.184 -3.514 1.521
C -3.201 -3.727 0.571
C 3.184 3.294 -0.822
C 2.110 1.816 0.907
C 0.902 2.240 -1.271
C 0.829 2.368 0.255
C -1.650 -2.424 1.862
C -1.931 -3.189 0.735
C 3.359 2.052 0.044
C -0.415 1.719 0.859
C -0.870 -3.382 -0.318
C -0.046 -0.025 -1.989
C 0.091 -1.268 -1.070
H -2.418 -1.615 3.703
H 2.234 2.314 1.867
H -0.660 -2.015 1.997
H 4.104 3.508 -1.365
H -0.046 2.552 -1.720
H 2.986 4.147 -0.173
H 1.999 0.752 1.125
H 3.575 1.188 -0.590
H -3.425 -4.329 -0.298
H 1.534 0.260 -0.843
H -1.600 -2.089 -1.824
H 1.815 0.783 -2.420
H -1.321 2.089 0.384
H 0.768 3.441 0.453
H -1.080 -4.262 -0.929
H 2.407 2.695 -2.757
H -0.472 1.968 1.915
H 4.224 2.183 0.691
H 1.626 4.100 -2.069
H -0.388 0.635 0.784
H 0.115 -3.481 0.141
H -0.972 0.500 -1.752
H -0.063 -0.320 -3.038
H -5.171 -3.933 1.413

Summary:
* net charge: +1
* gap between HOMO and LUMO: 9.2 eV
* highest occupied orbital energy: -11.79 eV
* SMILES: C[C@H]1CCCC[C@H]1[NH2+]CC(=O)NCc1ccc(F)cc1
* LUMO level: -2.61 eV
* energy above the lowest of the compared OMol25 structures with the same formula, charge and spin: 4.2 kcal/mol

Atomic partial charges in e from the Mulliken method, atoms 1 to 5: number 1, F, carries -0.3102; number 2, O, carries -0.6865; number 3, N, carries -0.1055; number 4, N, carries 0.1361; number 5, C, carries 0.3365


Record 2
Formula: C18H43N3O7P
Source: the Open Molecules 2025 dataset
Level of theory: wB97M-V/def2-TZVPD

Geometry (Å):
P -7.353 -0.688 -0.479
O 3.978 1.832 0.584
O -7.163 -1.895 0.320
O 0.202 -0.618 0.867
O 4.544 -3.778 1.303
O 5.639 3.077 -0.096
O -1.280 0.803 1.622
O 4.443 -5.922 0.869
N -5.697 0.090 -0.647
N -5.191 0.257 -2.003
N -7.249 2.072 -1.576
C 4.331 2.894 0.139
C 0.988 1.532 1.771
C 2.453 -1.419 1.483
C 1.534 -0.925 0.392
C -0.113 0.571 1.411
C 2.862 -7.758 1.225
C -3.014 0.633 -3.120
C 3.362 4.032 -0.085
C 3.651 -5.097 3.065
C -2.530 1.970 -2.568
C 6.406 5.382 0.205
C -1.592 1.791 -1.374
C -3.773 -0.175 -2.074
C 4.298 -7.284 1.293
C 4.261 -4.875 1.700
C -6.130 2.542 -0.745
C 6.169 4.238 -0.755
C -5.603 1.390 0.114
H 1.875 1.442 1.153
H 4.917 -7.844 0.595
H 3.848 -6.073 3.498
H 1.366 -1.706 -0.348
H 7.069 5.065 1.009
H 2.805 -8.814 1.488
H -3.708 -1.243 -2.291
H -1.054 0.841 -1.412
H 1.273 1.348 2.808
H -6.484 3.306 -0.053
H -5.772 -0.322 -2.601
H -0.843 2.580 -1.304
H 3.260 4.578 0.853
H -6.935 1.971 -2.534
H 5.530 4.526 -1.590
H 2.022 -2.292 1.975
H -5.096 -0.597 -0.173
H -7.990 2.763 -1.600
H -2.170 0.031 -3.461
H 3.662 4.730 -0.861
H 6.872 6.216 -0.320
H 7.110 3.891 -1.178
H 2.624 -0.649 2.236
H 2.221 -7.202 1.909
H -8.111 0.333 0.062
H -4.567 1.521 0.424
H 2.571 -4.969 2.979
H -3.402 2.546 -2.238
H -6.211 1.264 1.010
H 4.728 -7.423 2.285
H -7.637 -0.837 -1.839
H 3.414 -1.702 1.061
H 0.589 2.542 1.702
H -5.334 2.996 -1.330
H -2.075 2.556 -3.365
H 5.477 5.737 0.650
H -3.654 0.802 -3.989
H 4.035 -4.327 3.729
H -2.149 1.824 -0.438
H 2.395 3.608 -0.342
H -3.335 0.011 -1.090
H 1.957 -0.066 -0.129
H 2.473 -7.630 0.215

Summary:
* net charge: +1
* gap between HOMO and LUMO: 9.1 eV
* highest occupied orbital energy: -11.58 eV
* LUMO level: -2.47 eV

Atomic partial charges in e from the Mulliken method, atoms 1 to 5: number 1, P, carries 0.5652; number 2, O, carries -0.5153; number 3, O, carries -0.5835; number 4, O, carries -0.3882; number 5, O, carries -0.5453


Record 3
Formula: C8H12
Source: the Open Molecules 2025 dataset
Level of theory: wB97M-V/def2-TZVPD

Geometry (Å):
C -0.114 0.995 -2.082
C -1.684 1.524 -0.091
C -0.492 0.886 -0.786
C -0.086 -1.440 -0.003
C 1.209 0.467 0.954
C 1.897 -0.367 1.999
C -0.746 -2.169 -0.916
C 0.272 -0.088 0.079
H 0.724 0.569 -2.527
H -0.687 1.562 -2.752
H -0.859 -1.912 -1.932
H 2.872 -0.656 1.795
H -1.435 2.261 0.582
H -2.451 0.830 0.403
H 1.378 1.610 0.889
H -1.048 -3.155 -0.792
H 1.977 0.366 2.845
H -2.241 1.869 -1.031
H 1.323 -1.163 2.385
H 0.193 -1.990 0.980

Summary:
* net charge: -1
* gap between HOMO and LUMO (alpha / beta): 3.8 / 6.7 eV
* <S²>: 0.767
* highest occupied orbital energy (alpha / beta): 0.32 / -2.64 eV
* multiplicity: 2
* LUMO level (alpha / beta): 4.14 / 4.08 eV
* energy above the lowest of the compared OMol25 structures with the same formula, charge and spin: 41.0 kcal/mol

Atomic partial charges in e from the Mulliken method, atoms 1 to 5: number 1, C, carries -1.1664; number 2, C, carries -0.9794; number 3, C, carries 0.2136; number 4, C, carries 0.0527; number 5, C, carries -0.2397